(1)
The following is a DFT calculation (ωB97M-V/def2-TZVPD) of a structure of composition C26H24F5MnN2S.

```
59
Properties=species:S:1:pos:R:3:forces:R:3
Mn 0.65728 -0.12890 -0.44678 0.4 0.0 0.0
C 0.13851 -2.60920 -2.73908 0.0 -0.2 0.2
C 0.70605 -3.43820 -1.61559 -0.1 0.3 0.2
C 1.42178 -4.59221 -1.87806 0.1 -0.1 0.0
C 1.96222 -5.34244 -0.84409 0.0 0.0 0.0
C 1.82255 -4.92411 0.46675 0.0 0.0 0.0
C 1.10298 -3.77917 0.78376 -0.2 0.3 -0.1
C 1.04627 -3.29339 2.21026 0.0 -0.2 -0.2
C 0.50475 -3.06544 -0.27196 0.2 -0.9 -0.1
N -0.26506 -1.90574 -0.03504 -0.6 -0.4 0.4
C -1.31203 -1.86700 0.71944 0.8 -0.9 -0.6
C -1.97322 -3.06838 1.29418 -0.1 0.1 0.1
C -1.87093 -0.51511 0.90157 0.0 1.4 0.2
C -3.20876 -0.30043 1.51734 0.0 -0.2 0.0
N -1.08498 0.43976 0.54117 -0.5 -0.3 0.0
C -1.47717 1.78801 0.36951 -0.3 0.9 0.2
C -2.48278 2.11645 -0.55956 0.2 -0.3 0.0
C -3.18502 1.06490 -1.38071 0.0 0.1 0.1
C -2.77724 3.45677 -0.76286 0.0 0.0 0.0
C -2.09429 4.45276 -0.08593 0.0 0.0 0.0
C -1.08226 4.11838 0.79847 0.0 0.0 0.0
C -0.75645 2.79217 1.04313 0.0 -0.3 0.0
C 0.30391 2.45798 2.05938 -0.2 0.0 0.0
H 0.66577 -2.81714 -3.66692 0.0 0.0 0.0
H 0.24057 -1.53726 -2.53406 0.0 0.0 -0.1
H -0.92344 -2.81118 -2.88927 0.0 0.1 0.0
H 1.56919 -4.90381 -2.90449 0.0 0.0 0.0
H 2.51947 -6.24260 -1.06577 0.0 0.0 0.0
H 2.28631 -5.48437 1.26932 0.0 0.0 0.0
H 2.02655 -3.40737 2.66991 0.0 0.0 0.0
H 0.33532 -3.87677 2.79913 0.0 0.0 0.0
H 0.77172 -2.24152 2.26404 0.0 0.0 0.1
H -1.55139 -3.98222 0.88266 0.0 0.0 0.0
H -3.04172 -3.03854 1.07654 0.0 0.0 0.0
H -1.86528 -3.08692 2.38147 0.0 0.0 0.0
H -3.20745 -0.73356 2.52057 0.0 0.0 0.0
H -3.99014 -0.80584 0.94687 0.0 0.0 0.0
H -3.43667 0.76008 1.58661 0.0 0.0 0.0
H -2.55062 0.19291 -1.54855 -0.1 0.0 -0.1
H -3.46241 1.47093 -2.35115 0.0 0.0 0.0
H -4.10351 0.72534 -0.89545 0.0 0.0 0.0
H -3.54993 3.71678 -1.47581 0.0 0.0 0.0
H -2.34380 5.49163 -0.25554 0.0 0.0 0.0
H -0.53054 4.89451 1.31461 0.0 0.0 0.0
H 1.10047 3.20024 2.03786 0.0 0.0 0.0
H 0.73757 1.47052 1.90606 0.1 0.0 0.0
H -0.12695 2.45999 3.06353 0.0 0.0 0.0
F 3.19325 5.67634 -1.63001 0.0 0.1 0.0
C 3.11494 4.42084 -1.21782 0.0 -0.1 0.0
C 2.14134 3.58105 -1.73186 -0.1 0.0 -0.1
F 1.26702 4.01645 -2.63264 0.0 0.1 0.0
C 2.09246 2.28135 -1.28081 0.3 0.0 0.3
F 1.08062 1.46826 -1.76444 -0.1 0.5 -0.5
C 2.96416 1.73910 -0.34477 -0.1 0.3 -0.2
S 2.85237 0.07086 0.17816 0.5 -0.2 0.2
C 3.93062 2.61323 0.15223 -0.2 -0.1 -0.1
F 4.78926 2.18325 1.06718 0.1 0.0 0.0
C 3.99913 3.93288 -0.26449 0.0 0.0 0.0
F 4.90963 4.74513 0.25182 0.1 0.0 0.0
```
Positions in Å, forces in eV/Å.

Calculated values
Net charge = +1
Expectation value of S² = 8.763
E_HOMO (spin up / spin down) = -10.90 / -11.10 eV
2S+1 = 6
Relative energy (zero: lowest compared OMol25 entry of this formula, charge and spin) = 38.0 kJ/mol

(2)
The following is a DFT calculation (ωB97M-V/def2-TZVPD) of a cluster of 2 separate species, C2H3N3O2S in total.

```
11
Properties=species:S:1:pos:R:3:forces:R:3
C -2.20635 -1.36509 0.10629 0.0 0.1 -0.7
C 3.69448 0.93097 0.05983 -0.4 -0.3 0.0
N -2.31987 -2.51778 -0.16117 0.0 -0.4 -0.3
N -2.45532 -0.20130 0.36913 -0.9 0.4 1.4
N -1.97179 1.01143 -0.08186 0.2 -0.8 -0.2
O -2.63418 1.95166 0.23384 -0.3 0.6 0.1
O -0.95285 1.00149 -0.71589 0.8 0.2 -0.5
S 2.30678 0.13100 -0.04427 0.2 0.2 0.0
H -1.83377 -3.36565 0.03619 0.3 -0.1 0.2
H 4.41027 0.93487 -0.75269 0.1 0.0 -0.1
H 3.96259 1.48840 0.95062 0.1 0.1 0.0
```
Positions in Å, forces in eV/Å.

Calculated values
E_HOMO = -8.89 eV
Relative energy (zero: lowest compared OMol25 entry of this formula, charge and spin) = 513.4 kJ/mol

(3)
The following is a DFT calculation (ωB97M-V/def2-TZVPD) of a structure of composition C7H13NO2PTl.

```
25
Properties=species:S:1:pos:R:3:forces:R:3
C -0.19603 2.05228 -0.37270 -1.9 1.3 0.3
C 0.82409 2.78430 -0.93229 1.1 0.2 -0.1
C 2.08518 2.30798 -1.36364 -0.1 0.6 -0.3
C 2.53091 0.97139 -1.50967 0.1 0.3 0.1
C 1.87162 -0.17839 -1.14873 1.0 -1.7 -0.5
Tl 0.28303 0.13396 0.09775 0.2 -0.2 0.0
P -2.68031 -0.01092 0.39880 -0.4 -0.4 0.1
H -1.17033 2.50229 -0.09920 0.8 0.1 -0.1
H 0.67885 3.86741 -1.07261 0.0 -0.4 0.0
H 2.78667 3.07725 -1.71142 -0.3 -0.3 0.1
H 2.27365 -1.19223 -1.31847 0.2 0.9 -0.1
H 3.52575 0.88588 -1.97667 -0.4 -0.1 0.1
H -3.27351 -1.13235 -0.25974 -0.1 0.3 0.3
H -3.74248 0.93032 0.21041 0.2 -0.4 0.1
H -2.99384 -0.40551 1.73665 -0.2 0.1 -0.4
N -0.52228 -4.16650 2.42455 -0.3 -0.8 0.8
C 0.89181 -3.91974 2.03958 0.3 -0.2 -0.1
C 0.92129 -2.50651 1.47712 1.1 2.3 -0.7
O 1.99926 -1.89510 1.37794 -1.7 -1.8 0.7
O -0.25514 -2.06826 1.15533 0.5 -0.5 0.2
H -0.70138 -3.70825 3.32415 -0.2 0.0 -0.4
H -0.72126 -5.16024 2.54389 -0.1 0.1 -0.1
H -1.12405 -3.72086 1.70675 0.3 0.3 0.1
H 1.53652 -4.04032 2.90876 -0.1 0.1 -0.1
H 1.17438 -4.65046 1.28044 0.0 0.1 0.0
```
Positions in Å, forces in eV/Å.

Calculated values
E_HOMO (spin up / spin down) = -5.11 / -5.11 eV
Relative energy (zero: lowest compared OMol25 entry of this formula, charge and spin) = 337.5 kJ/mol

(4)
The following is a DFT calculation (ωB97M-V/def2-TZVPD) of a structure of composition C33H20Cl2CrN5O2S.

```
64
Properties=species:S:1:pos:R:3:forces:R:3
Cr 0.24905 0.56879 1.24672 0.0 0.2 0.5
Cl 1.46669 4.63134 6.35217 0.0 0.0 0.0
C 0.80499 3.94648 4.90487 0.0 0.0 0.0
C 0.91400 2.58227 4.70826 0.0 0.0 0.0
C 0.37897 2.00957 3.55750 0.1 -0.1 -0.1
N 0.58408 0.68975 3.11444 0.1 0.1 -0.3
C 1.29192 -0.23465 3.85015 -0.1 0.0 0.0
O 1.42076 -0.24423 5.05647 0.0 0.0 0.0
C 1.91351 -1.25412 2.96151 -0.1 0.1 -0.2
C 2.59389 -2.29137 3.43597 0.1 -0.1 0.0
C 3.24535 -3.24651 2.53635 -0.1 0.1 0.1
C 3.21001 -3.05983 1.22206 0.0 0.0 0.0
C 2.48454 -1.91084 0.59987 -0.3 -0.1 0.0
N 1.79472 -0.97441 1.56577 0.1 -0.1 -0.3
C -0.31424 2.79662 2.63622 -0.2 0.0 -0.1
C -0.35596 4.17090 2.81724 -0.2 0.0 0.0
C 0.19240 4.74819 3.94581 0.0 0.0 0.0
Cl 0.09525 6.46714 4.13547 0.0 0.0 0.0
N -0.89399 2.14910 1.49576 0.1 0.1 0.2
C -2.20612 2.52076 1.27448 0.0 -0.2 0.0
O -2.91973 3.01149 2.12906 0.0 0.1 0.0
C -2.80255 2.34390 -0.10654 0.0 -0.1 0.1
C -4.18985 2.39727 -0.21715 0.0 -0.1 0.0
C -4.75636 2.32544 -1.47469 0.0 0.0 0.0
C -3.92189 2.21347 -2.57827 0.0 0.0 0.0
C -2.55579 2.16735 -2.36432 0.0 0.0 0.0
N -1.99843 2.22898 -1.15563 0.1 0.0 0.0
H 1.41287 1.96891 5.44060 0.0 0.0 0.0
H 2.67347 -2.39180 4.50986 0.0 0.0 0.0
H 3.75721 -4.09988 2.96011 0.0 0.0 0.0
H 3.67766 -3.75355 0.53324 0.0 0.0 0.0
H 3.13811 -1.35235 -0.07944 0.0 0.0 0.0
H -0.85172 4.79752 2.08900 0.0 0.0 0.0
H -4.78173 2.50124 0.68009 0.0 0.0 0.0
H -5.83127 2.36360 -1.59543 0.0 0.0 0.0
H -4.31831 2.16297 -3.58331 0.0 0.0 0.0
H -1.87294 2.06956 -3.20244 0.0 0.0 0.0
C 0.51687 -1.34921 0.88964 -0.4 0.0 0.2
C 1.10583 -2.19453 0.02279 0.3 -0.3 -0.1
C 0.73562 -3.00108 -1.14124 0.0 0.0 0.1
C 1.42166 -2.85873 -2.34856 0.1 -0.1 0.0
C 1.09414 -3.64246 -3.44351 0.0 0.0 0.0
C 0.07530 -4.58172 -3.34933 0.0 0.0 0.0
C -0.60765 -4.73550 -2.15102 0.0 0.0 0.0
C -0.27471 -3.95746 -1.05208 -0.1 0.1 0.0
H 2.20820 -2.11613 -2.43078 0.0 0.0 0.0
H 1.62947 -3.51551 -4.37605 0.0 0.0 0.0
H -0.17818 -5.19663 -4.20310 0.0 0.0 0.0
H -1.39636 -5.47239 -2.06823 0.0 0.0 0.0
H -0.80088 -4.07725 -0.11309 0.0 0.0 0.0
S 2.07826 1.77657 -2.76210 0.0 0.0 0.0
C 1.72393 1.71044 -1.09141 0.0 0.2 0.0
N 0.75192 0.93236 -0.74052 0.2 -0.2 0.0
C 0.18907 0.29390 -1.85303 0.1 0.1 0.1
C -0.88515 -0.59613 -1.84689 -0.1 0.1 0.0
C -1.29662 -1.13237 -3.04376 -0.1 0.1 -0.1
C -0.66349 -0.79357 -4.24937 0.0 0.0 0.1
C 0.38658 0.09746 -4.27122 0.0 0.0 0.0
C 0.80260 0.63977 -3.05391 0.0 0.0 -0.1
H 2.27585 2.31196 -0.38226 0.0 0.0 0.0
H -1.37129 -0.85575 -0.91556 0.0 0.0 0.0
H -2.12128 -1.83233 -3.05483 0.0 0.0 0.0
H -1.00269 -1.24048 -5.17432 0.0 0.0 0.0
H 0.87447 0.36771 -5.19810 0.0 0.0 0.0
```
Positions in Å, forces in eV/Å.

Calculated values
Expectation value of S² = 0.771
E_HOMO (spin up / spin down) = -7.78 / -7.81 eV
2S+1 = 2
Relative energy (zero: lowest compared OMol25 entry of this formula, charge and spin) = 280.6 kJ/mol

(5)
The following is a DFT calculation (ωB97M-V/def2-TZVPD) of a cluster of 3 separate species, C2H10NO2S in total.

```
16
Properties=species:S:1:pos:R:3:forces:R:3
C -0.61934 0.46811 1.49122 -0.5 -3.4 -0.8
C -0.68934 -0.69503 0.41123 -0.4 4.1 -1.3
S -0.78956 -0.11198 -1.44381 0.3 -0.7 2.2
N 0.20956 1.52649 1.20865 2.8 2.3 -2.0
H -0.24583 -0.11296 2.31646 0.1 0.0 0.9
H -1.56083 0.88840 1.76942 -0.9 -0.1 0.0
H -1.56140 -1.22697 0.56497 -1.7 -1.5 0.2
H 0.15473 -1.24619 0.65171 1.7 -1.5 -0.5
H -0.13691 1.91977 0.35842 -1.3 1.2 -0.4
H 1.12466 1.37372 0.74018 -0.1 -1.1 1.4
H 0.09797 2.14844 3.00789 -0.2 1.9 0.8
H 1.18125 2.52850 3.88915 -0.3 0.7 0.5
O 0.27287 2.84755 3.72691 0.6 -2.2 -1.1
H 1.96909 -3.23367 -4.73708 0.6 -1.0 -0.4
H 1.34114 -3.04492 -3.52091 0.0 -1.0 0.8
O 1.80891 -3.78833 -3.95372 -0.5 2.0 -0.3
```
Positions in Å, forces in eV/Å.

Calculated values
Expectation value of S² = 0.753
E_HOMO (spin up / spin down) = -9.91 / -9.62 eV
2S+1 = 2
Relative energy (zero: lowest compared OMol25 entry of this formula, charge and spin) = 135.1 kJ/mol

(6)
The following is a DFT calculation (ωB97M-V/def2-TZVPD) of the molecule C4H5NO.

```
11
Properties=species:S:1:pos:R:3:forces:R:3
O -0.92289 1.49338 -1.56725 0.0 -0.8 0.3
C -0.79752 0.47730 -0.94851 -0.2 0.6 -0.4
C -1.31677 -0.51067 -0.01990 -0.2 0.0 0.0
C 0.16985 -0.57043 -0.48949 0.2 -0.1 -0.1
C 1.18883 0.04036 0.39988 -0.1 0.2 0.0
N 0.82532 0.89063 1.27147 0.3 -0.2 -0.1
H -1.96692 -1.26273 -0.46325 0.2 0.0 0.1
H -1.50316 -0.25633 1.02194 0.0 0.1 -0.2
H 0.46455 -1.40160 -1.12531 0.0 0.2 0.1
H 2.23379 -0.21615 0.18411 -0.1 0.1 0.1
H 1.62493 1.31624 1.73631 0.0 -0.1 0.1
```
Positions in Å, forces in eV/Å.

Calculated values
E_HOMO = -9.26 eV
Relative energy (zero: lowest compared OMol25 entry of this formula, charge and spin) = 213.6 kJ/mol